{"formula": "C19H17FN4O9Pt", "method": "the ωB97M-V functional and the def2-TZVPD basis", "total_energy_ha": -1849.5617, "multiplicity": 1, "max_force_ev_per_a": 1.283, "homo_lumo_gap_ev": 6.148, "charge": -2, "elements": ["Pt", "C", "C", "O", "C", "C", "C", "N", "N", "C", "O", "C", "C", "C", "C", "C", "C", "H", "H", "H", "H", "H", "H", "H", "H", "H", "H", "H", "H", "O", "C", "O", "H", "F", "C", "C", "N", "C", "C", "O", "O", "C", "O", "N", "C", "O", "H", "H", "H", "H", "O"], "xyz": [[-0.39818, -0.87085, -1.39760], [-2.61561, -4.40843, -3.87542], [-2.16211, -3.57222, -2.68205], [-1.37480, -2.63735, -2.90692], [-2.66318, -3.90082, -1.42246], [-2.34610, -3.23552, -0.22233], [-3.02924, -3.80692, 1.00517], [-1.54401, -2.20434, -0.04890], [-1.45432, -1.84764, 1.30934], [-0.69774, -0.82133, 1.46292], [-0.07424, -0.21496, 0.52002], [-0.51676, -0.26507, 2.83319], [0.12768, 0.95772, 2.98488], [0.30713, 1.50199, 4.24895], [-0.15491, 0.82974, 5.37241], [-0.80714, -0.38938, 5.22302], [-0.99023, -0.93205, 3.96065], [-2.14264, -4.02258, -4.77600], [-3.70134, -4.36036, -3.98685], [-2.33881, -5.45654, -3.73854], [-3.35404, -4.73039, -1.35111], [-3.66276, -4.64530, 0.71808], [-3.62873, -3.04105, 1.49656], [-2.29119, -4.13512, 1.73663], [0.45390, 1.47065, 2.08998], [0.80234, 2.45999, 4.35589], [-0.01462, 1.25537, 6.35967], [-1.17616, -0.91673, 6.09568], [-1.49969, -1.87656, 3.82203], [-1.62620, 2.16184, -0.24059], [-2.36661, 1.56761, -1.02013], [-2.22060, 0.46099, -1.62591], [-3.33988, 2.05856, -1.28195], [0.86216, 5.12082, -0.64991], [1.96605, 4.48942, -1.07647], [2.23912, 3.22897, -0.70587], [3.39315, 2.58713, -1.09697], [3.66441, 1.21799, -0.63934], [2.57009, 0.17481, -0.97581], [2.89902, -1.00411, -0.82655], [1.45703, 0.67484, -1.26391], [4.26889, 3.17163, -1.97555], [5.29665, 2.65915, -2.38746], [3.92395, 4.45709, -2.36103], [2.83633, 5.22372, -1.96363], [2.70204, 6.37166, -2.35318], [1.54475, 2.65344, -0.10734], [3.74699, 1.22708, 0.45058], [4.61901, 0.92214, -1.05731], [4.56861, 4.89608, -2.99941], [-0.05746, -0.50481, -3.02916]]}

{"formula": "C19H17F2N7O", "method": "the ωB97M-V functional and the def2-TZVPD basis", "total_energy_ha": -1392.4323, "multiplicity": 1, "max_force_ev_per_a": 1.369, "homo_lumo_gap_ev": 8.692, "elements": ["C", "N", "N", "C", "N", "C", "C", "O", "C", "N", "N", "C", "C", "C", "F", "C", "C", "C", "C", "F", "N", "N", "C", "C", "C", "C", "C", "C", "C", "H", "H", "H", "H", "H", "H", "H", "H", "H", "H", "H", "H", "H", "H", "H", "H", "H"], "xyz": [[-2.03049, -3.68831, -1.36350], [-2.73344, -3.17175, -0.22516], [-3.93826, -3.64389, 0.10560], [-4.26012, -2.96986, 1.18361], [-3.32135, -2.09109, 1.57523], [-2.36867, -2.23151, 0.67652], [-1.09109, -1.47279, 0.63149], [-1.40743, -0.09575, 0.47479], [-0.37257, 0.73279, 0.33855], [0.82679, 0.22569, 0.30161], [1.82412, 1.08415, 0.11418], [3.16613, 0.86919, 0.01807], [3.81233, -0.43117, 0.03110], [3.30382, -1.52664, -0.66638], [2.17380, -1.38740, -1.38944], [3.93220, -2.75695, -0.67553], [5.11502, -2.91861, 0.02487], [5.65988, -1.85666, 0.72439], [5.01049, -0.63654, 0.71948], [5.53511, 0.36947, 1.42811], [3.77077, 2.03107, -0.13438], [2.87610, 3.00030, -0.14717], [1.68363, 2.45571, 0.00501], [0.38169, 2.99075, 0.06106], [-0.67072, 2.14126, 0.23147], [-2.10095, 2.56219, 0.26471], [-2.47471, 3.98415, 0.72219], [-3.36827, 4.13649, -0.51735], [-2.74542, 2.86587, -1.11086], [-1.13431, -4.22803, -1.05215], [-1.74700, -2.88152, -2.04115], [-2.70493, -4.37275, -1.87340], [-5.18411, -3.11137, 1.70540], [-0.45778, -1.80153, -0.19948], [-0.53560, -1.60774, 1.56768], [3.49812, -3.56779, -1.23596], [5.61516, -3.87386, 0.01930], [6.58293, -1.95929, 1.27454], [0.26600, 4.05760, -0.03682], [-2.67587, 1.80722, 0.80214], [-2.98211, 4.03818, 1.68253], [-1.63647, 4.67490, 0.73286], [-3.23035, 5.04567, -1.09787], [-4.42502, 4.01967, -0.28975], [-3.43417, 2.11139, -1.48144], [-2.00289, 3.07908, -1.87870]]}

{"formula": "C23H22N5O7PbSi", "method": "the ωB97M-V functional and the def2-TZVPD basis", "total_energy_ha": -2172.0272, "multiplicity": 1, "max_force_ev_per_a": 2.672, "homo_lumo_gap_ev": 6.651, "charge": 1, "elements": ["Pb", "O", "C", "O", "C", "C", "C", "C", "C", "C", "O", "N", "O", "O", "N", "O", "O", "H", "H", "N", "C", "C", "C", "C", "C", "C", "N", "C", "C", "C", "C", "N", "C", "C", "H", "H", "H", "H", "H", "H", "H", "H", "H", "C", "Si", "C", "C", "C", "H", "H", "H", "H", "H", "H", "H", "H", "H", "H", "H"], "xyz": [[-2.37956, -0.89140, 0.42906], [-4.20542, 0.34708, 3.74029], [-3.41706, 0.47106, 2.85777], [-2.80900, -0.63441, 2.34949], [-2.90888, 1.76083, 2.37337], [-2.77697, 2.82309, 3.31298], [-2.22913, 4.06355, 2.97968], [-1.64829, 4.22503, 1.74496], [-1.76787, 3.20739, 0.84378], [-2.51184, 2.00959, 1.07369], [-2.70946, 1.14237, 0.05933], [-1.06542, 3.38991, -0.43441], [0.03966, 3.85338, -0.28844], [-1.57106, 3.15386, -1.51722], [-2.03045, 5.06836, 4.00266], [-2.75785, 5.08794, 4.97096], [-1.09396, 5.84955, 3.80109], [-3.10281, 2.69498, 4.35620], [-1.08674, 5.11517, 1.51729], [4.52540, -0.49317, -0.85137], [5.87913, -0.78277, -0.75525], [6.96688, -0.33255, -1.46182], [8.16715, -0.81419, -1.03807], [8.29092, -1.63163, 0.11748], [7.21679, -2.05650, 0.82453], [5.99349, -1.58166, 0.39419], [4.73953, -1.85392, 0.91159], [3.92234, -1.13737, 0.18376], [2.53097, -0.93548, 0.41189], [1.83417, 0.22174, 0.01500], [0.46715, 0.27258, 0.12408], [-0.19160, -0.74000, 0.69301], [0.48571, -1.79673, 1.26613], [1.86229, -1.88648, 1.18517], [4.02178, 0.06050, -1.51977], [6.89816, 0.32357, -2.32455], [9.13855, -0.53085, -1.53046], [9.28159, -1.90663, 0.41346], [7.32042, -2.63437, 1.67910], [2.39551, 1.09916, -0.38183], [-0.11496, 1.16145, -0.17571], [-0.10587, -2.58524, 1.71013], [2.48550, -2.71040, 1.60624], [-3.99235, -3.15460, -3.76455], [-3.83159, -1.84570, -2.45309], [-5.37606, -1.82139, -1.37313], [-3.39375, -0.13786, -3.03990], [-2.38655, -2.29196, -1.23333], [-3.80566, -2.65076, -4.73228], [-5.03382, -3.50632, -3.85213], [-3.26807, -4.03181, -3.69783], [-6.21710, -1.60247, -2.07553], [-5.47330, -1.05564, -0.60121], [-5.62882, -2.77034, -0.94366], [-3.70046, 0.19792, -4.02051], [-2.31845, -0.02769, -2.96013], [-3.78857, 0.56660, -2.30156], [-1.45883, -2.11066, -1.84680], [-2.30555, -3.22372, -0.77383]]}